Molecular formula: C16H27F9NO
Method: DFT, the ωB97M-V functional and the def2-TZVPD basis

Last column: Mulliken charge in e.
CARTESIAN COORDINATES (ANGSTROEM)
1 C 0.86 -3.99 1.07  -0.7463
2 C 2.31 -4.15 0.26  -0.6016
3 C 2.78 -2.64 -0.21  -0.1274
4 C 2.72 -2.48 -1.84  -0.9194
5 C 1.28 -1.84 -2.40  -0.1031
6 C 1.14 -0.34 -1.75  -0.6844
7 C -0.33 0.02 -1.13  0.0414
8 C -1.02 -1.16 -0.24  0.7551
9 F -0.67 -1.09 1.20  -0.4585
10 C -2.67 -0.90 -0.33  -0.7917
11 C -3.53 -2.29 -0.50  -0.7540
12 C -3.10 -3.17 -1.85  -0.5181
13 N -1.91 -4.04 -1.51  -0.4597
14 H 0.04 -3.72 0.28  -0.0435
15 H 0.99 -3.18 1.91  0.2390
16 H 0.56 -5.05 1.51  0.3587
17 H 3.10 -4.54 1.05  0.2628
18 H 2.25 -4.92 -0.62  0.3100
19 H 3.88 -2.44 0.20  0.3273
20 H 2.07 -1.89 0.38  0.0539
21 H 2.84 -3.57 -2.33  0.3406
22 H 3.66 -1.86 -2.23  0.2634
23 H 0.40 -2.57 -2.18  -0.1081
24 H 1.37 -1.79 -3.59  0.3429
25 H 1.33 0.43 -2.65  0.3496
26 H 1.98 -0.07 -0.95  0.2404
27 H -1.02 0.46 -1.99  0.3002
28 H -0.15 0.94 -0.39  -0.8402
29 H -3.01 -0.40 0.69  0.1152
30 H -2.96 -0.21 -1.25  0.1773
31 H -3.50 -3.00 0.44  0.3203
32 H -4.68 -2.02 -0.65  0.3208
33 H -2.96 -2.50 -2.79  0.2540
34 H -4.01 -3.91 -2.03  0.3034
35 H -2.05 -4.33 -0.51  0.1817
36 H -1.83 -4.87 -2.14  0.2090
37 C -0.47 5.08 2.85  -0.7663
38 C -1.30 4.10 2.00  0.9764
39 C -0.63 2.76 1.74  0.0837
40 F 0.53 2.89 1.05  -0.2678
41 F -1.43 1.96 0.99  -0.1300
42 F -1.66 4.71 0.84  -0.2765
43 F -2.47 3.87 2.68  -0.3285
44 O 0.26 6.08 2.12  -0.4166
45 C 1.54 5.67 1.65  0.7457
46 C 1.64 5.68 0.12  0.2046
47 F 0.73 4.84 -0.45  -0.1837
48 F 2.86 5.26 -0.30  -0.2553
49 F 1.85 4.46 2.19  -0.2435
50 F 2.43 6.55 2.17  -0.3048
51 H -1.19 5.66 3.44  0.4246
52 H 0.15 4.58 3.59  0.3413
53 H -0.42 2.23 2.68  0.2680
54 H 1.46 6.68 -0.28  0.2177

Values from the calculation:
- Molecular weight: 420.380 g/mol
- Total charge: -1
- Energy: -45018.1930 eV